Record 1
Computed, not measured: C48H37ILuN8O2 as an isolated structure, with wB97M-V/def2-TZVPD.

XYZ file:
```
97
Properties=species:S:1:pos:R:3:forces:R:3
Lu -0.68884 0.72065 -0.31027 -0.8 -0.3 -0.2
C -1.27842 -1.07657 4.08320 -0.1 0.1 0.0
C -1.64629 -0.49660 2.87906 0.0 0.0 0.0
N -1.19292 -0.95297 1.71617 0.3 0.2 0.1
C -0.37087 -2.00309 1.75536 -0.1 -0.1 -0.2
C 0.00897 -2.55878 2.97603 -0.1 0.0 -0.1
N -0.43837 -2.10062 4.13458 0.0 0.0 0.0
C 0.12628 -2.51444 0.44812 0.0 0.0 0.0
C 0.87907 -3.67486 0.37277 -0.1 0.1 0.0
C 1.40858 -4.08478 -0.84523 0.0 0.0 0.0
C 1.10766 -3.30701 -1.95453 0.0 0.1 0.0
C 0.30092 -2.18634 -1.81400 -0.1 0.0 0.0
N -0.18177 -1.78626 -0.63273 0.2 0.0 0.0
C -0.15854 -1.40830 -2.99626 -0.1 -0.1 0.1
C 0.31559 -1.61329 -4.28776 0.0 0.0 0.1
N -0.21912 -1.00440 -5.33723 0.0 0.0 0.0
C -1.24278 -0.19700 -5.10074 0.0 0.0 0.0
C -1.69202 0.06174 -3.81129 0.1 -0.1 0.0
N -1.13450 -0.52743 -2.75736 0.1 0.2 -0.1
C 2.25036 -5.30359 -0.95108 0.0 0.0 0.0
C 2.40305 -5.98343 -2.15492 -0.1 0.0 0.0
C 3.19997 -7.11682 -2.19544 0.0 0.0 0.0
N 3.84490 -7.60402 -1.14141 0.0 0.0 0.0
C 3.70152 -6.95164 0.00588 0.0 0.0 0.0
C 2.92447 -5.81304 0.15328 0.1 0.0 0.0
H -1.65729 -0.69196 5.02109 0.0 0.0 0.0
H -2.30648 0.36063 2.85811 0.0 0.0 0.0
H 0.70535 -3.38258 3.02675 0.0 0.0 0.0
H 1.03907 -4.26678 1.25891 0.0 0.0 0.0
H 1.49062 -3.56952 -2.92663 0.0 0.0 0.0
H 1.14925 -2.27126 -4.48800 0.0 0.0 0.0
H -1.70629 0.28533 -5.95069 0.0 0.0 0.0
H -2.49089 0.76653 -3.62523 0.0 0.0 0.0
H 1.89503 -5.67452 -3.05765 0.0 0.0 0.0
H 3.31965 -7.65973 -3.12466 0.0 0.0 0.0
H 4.23745 -7.35319 0.85648 0.0 0.0 0.0
H 2.88714 -5.33106 1.11984 0.0 0.0 0.0
C -2.40688 4.07518 2.60464 0.0 0.0 -0.1
C -3.71509 3.72139 2.88045 0.0 0.0 0.0
C -4.27962 2.65390 2.20127 0.0 0.0 -0.1
C -3.51019 1.97108 1.26869 0.0 0.0 0.0
N -2.22732 2.28024 1.04214 0.1 -0.3 0.1
C -1.69655 3.31778 1.68607 -0.1 0.1 0.0
C -4.05812 0.85008 0.45715 0.0 0.0 0.1
C -5.42425 0.63478 0.32429 0.1 0.0 0.0
C -5.86611 -0.42707 -0.44492 0.0 0.0 0.0
C -4.93282 -1.25115 -1.04895 0.1 0.0 0.0
C -3.59017 -0.95801 -0.88035 -0.1 0.0 0.1
N -3.15681 0.07744 -0.16067 0.2 0.0 -0.3
H -1.93192 4.91198 3.09418 0.0 0.0 0.0
H -4.29415 4.26931 3.61101 0.0 0.0 0.0
H -5.29797 2.35799 2.40130 0.0 0.0 0.0
H -0.66459 3.53789 1.46000 0.0 0.0 0.0
H -6.13326 1.29684 0.79756 0.0 0.0 0.0
H -6.92516 -0.60645 -0.56852 0.0 0.0 0.0
H -5.22879 -2.09922 -1.64796 0.0 0.0 0.0
H -2.82375 -1.56692 -1.33706 0.0 0.0 0.0
I 1.84649 1.68568 -1.94317 0.0 -0.2 0.1
C 0.71677 2.53518 -3.46501 0.0 0.1 -0.1
C 1.36138 2.81913 -4.63479 -0.1 0.0 0.0
C 0.64378 3.40839 -5.69495 0.0 0.0 0.1
C -0.67395 3.70223 -5.52309 0.0 0.0 0.0
C -1.34167 3.40657 -4.30951 -0.1 0.0 0.0
C -2.71681 3.72114 -4.18201 0.0 0.0 0.0
C -3.36045 3.44336 -3.01864 0.0 0.0 0.0
C -2.66856 2.80097 -1.96399 0.0 0.0 0.0
C -1.34517 2.40778 -2.00367 0.2 0.1 0.0
C -0.66342 2.78505 -3.22260 0.0 0.0 0.0
H 2.41310 2.60461 -4.75201 0.1 0.0 0.0
H 1.14726 3.63252 -6.62366 0.0 0.0 0.0
H -1.23861 4.17189 -6.31836 0.0 0.0 0.0
H -3.22564 4.19554 -5.01043 0.0 0.0 0.0
H -4.40505 3.69969 -2.89647 0.0 0.0 0.0
H -3.26614 2.59684 -1.08621 0.0 0.0 0.0
C 5.27650 1.49648 5.69688 0.0 0.0 0.0
C 4.31398 1.30777 4.56215 -0.1 0.0 0.0
C 4.19830 0.09302 3.90770 -0.1 0.0 0.0
C 3.30529 -0.10333 2.85856 0.1 0.0 0.1
C 3.32116 -1.46657 2.21709 0.1 0.1 -0.1
C 2.47757 0.96410 2.46867 0.0 -0.2 0.0
C 2.59863 2.21335 3.10084 0.1 0.1 0.0
C 1.82788 3.44028 2.68763 0.0 0.1 0.0
C 3.51474 2.35891 4.12933 0.1 0.0 0.0
C 1.44540 0.78105 1.42066 -0.1 0.1 -0.1
O 1.55383 -0.04685 0.48257 0.1 -0.2 0.1
O 0.37161 1.48345 1.46186 0.2 0.2 0.2
H 5.88428 0.60819 5.85454 0.0 0.0 0.0
H 4.74247 1.70999 6.62302 0.0 0.0 0.0
H 5.94351 2.33630 5.50516 0.0 0.0 0.0
H 4.82259 -0.73562 4.21934 0.0 0.0 0.0
H 3.76486 -2.18420 2.90706 0.0 0.0 0.0
H 3.93142 -1.44994 1.31205 0.0 0.0 0.0
H 2.34177 -1.81220 1.91420 -0.1 0.0 0.0
H 1.63402 3.47072 1.61755 0.0 0.0 0.0
H 2.39738 4.32705 2.95923 0.0 0.0 0.0
H 0.86448 3.48568 3.20046 0.0 0.0 0.0
H 3.61902 3.32970 4.59923 0.0 0.0 0.0
```
Positions in Å, forces in eV/Å.

As for the orbital gap: 6.62 eV. As for the highest occupied orbital energy: -9.97 eV. For the total energy, the calculation gives -3973.1307 hartree. Its total charge is +1. The lowest unoccupied orbital energy is -3.35 eV. Its spin multiplicity is 1. As for the relative energy (zero: lowest compared OMol25 entry of this formula, charge and spin): 0.00 kcal per mole.


Record 2
Computed, not measured: C48H37N4P2S2Y as an isolated structure in a non-equilibrium geometry, with wB97M-V/def2-TZVPD.

XYZ file:
```
94
Properties=species:S:1:pos:R:3:forces:R:3
Y -0.06119 1.14046 0.58717 0.9 -1.8 -0.2
C 4.25802 1.28054 2.29893 1.6 0.2 0.1
C 3.21380 1.59167 1.42784 -0.2 -1.2 -0.4
N 1.97225 1.64156 1.87693 0.1 1.7 0.3
C 1.79155 1.73430 3.21274 -1.1 -1.7 1.6
C 2.82219 1.43957 4.17893 -1.6 1.0 0.8
C 4.09085 1.28450 3.67636 1.4 -0.1 -0.9
C 2.51652 1.33898 5.58931 -0.1 -0.3 0.2
C 1.19611 1.35268 6.00367 1.1 -0.5 -0.3
C 0.18019 1.49588 5.02735 -0.5 0.4 0.4
C 0.39894 1.78410 3.69354 0.8 0.0 -0.1
N -0.55412 1.96638 2.72908 -0.6 -0.4 0.0
C -1.86815 2.37610 2.93876 1.0 1.2 0.0
C -2.27993 3.36630 3.84814 0.7 -0.7 0.4
C -3.50249 4.04166 3.73540 -0.6 -0.2 0.2
C -4.41980 3.66655 2.77743 -0.7 -0.2 -0.2
C -4.09421 2.59722 1.87226 -0.1 0.4 0.7
C -5.02342 2.09543 0.93056 1.4 -0.7 -0.2
C -4.55696 1.13683 0.03385 -3.2 1.1 0.3
C -3.30865 0.63613 0.16326 2.4 -1.1 -1.7
N -2.37318 1.15170 0.93506 -1.2 -0.6 1.3
C -2.79212 2.01812 1.90851 -0.3 0.6 -0.4
H 5.25355 1.00883 1.90978 -0.6 0.6 0.0
H 3.29745 1.68120 0.33585 0.3 -0.3 0.5
H 4.97766 1.22446 4.34072 -0.8 -0.4 -0.5
H 3.31982 1.08914 6.32251 -0.6 0.4 -0.8
H 0.98242 1.13946 7.07688 -0.1 0.3 -1.1
H -0.85142 1.34949 5.31320 -0.1 0.1 0.2
H -1.63043 3.61419 4.70066 -0.1 0.0 -0.6
H -3.71788 4.80976 4.49716 0.0 -0.4 -0.7
H -5.43564 4.12553 2.67769 1.1 -0.4 0.2
H -6.05601 2.37713 1.02326 -0.2 0.4 -0.5
H -5.19851 0.77297 -0.77356 0.1 -0.1 0.5
H -3.01964 -0.22170 -0.49047 0.1 0.9 0.5
S 1.42177 1.48960 -1.75052 0.2 -0.3 -0.7
P 0.82511 -0.44804 -2.25323 -2.9 0.3 2.5
C -0.04011 -0.99266 -0.84550 1.6 -1.2 -0.1
P 0.23378 -2.35335 0.24325 -1.2 3.8 0.6
S 0.25713 -1.44258 2.15335 0.2 -0.2 -1.2
C -1.21551 -3.39318 0.33838 -1.3 0.0 -1.2
C -1.25139 -4.33015 1.34229 0.1 -0.5 0.9
C -2.46616 -4.93609 1.63295 0.4 -1.0 0.6
C -3.62037 -4.68176 0.91349 0.7 0.3 -0.2
C -3.57354 -3.83572 -0.16755 0.2 1.1 -0.9
C -2.35542 -3.21207 -0.48947 0.5 -0.9 1.1
C 1.55183 -3.52292 0.09513 -1.0 -1.6 0.3
C 1.27524 -4.85439 -0.27353 -0.5 0.3 -1.7
C 2.29507 -5.67929 -0.72229 -0.2 0.2 0.8
C 3.59571 -5.32150 -0.48430 1.4 0.2 -0.5
C 3.84059 -4.07073 0.07575 0.7 -0.8 0.4
C 2.83780 -3.20009 0.41251 0.9 0.7 -0.2
C 2.06310 -1.36367 -3.11411 2.0 1.4 0.1
C 3.41926 -0.95037 -3.06474 -0.3 -2.8 -1.4
C 4.36282 -1.82006 -3.68240 -0.6 2.1 0.9
C 3.98025 -2.86326 -4.47259 0.2 -1.1 -1.3
C 2.63752 -3.10508 -4.72152 -0.4 1.4 2.1
C 1.68623 -2.35390 -3.96608 -0.1 -2.6 -1.6
C -0.47636 -0.21193 -3.54273 3.7 0.9 -0.7
C 0.00050 0.46346 -4.68758 -0.6 -0.5 0.6
C -0.95875 1.11204 -5.45695 1.4 0.6 -1.2
C -2.30529 0.91452 -5.19174 -1.0 0.2 -0.1
C -2.71010 0.10672 -4.11175 -1.2 1.0 -1.6
C -1.77317 -0.41733 -3.26673 -0.9 -0.6 0.3
H -0.29662 -4.59909 1.86573 -1.3 0.4 -0.2
H -2.50345 -5.69351 2.41168 0.0 0.1 0.0
H -4.51216 -5.22000 1.08531 -0.8 -0.4 0.6
H -4.49407 -3.60447 -0.74295 0.8 -0.4 0.2
H -2.19151 -2.74585 -1.43417 -0.2 0.8 -0.3
H 0.26208 -5.26109 -0.42951 0.5 0.7 0.1
H 2.02981 -6.57442 -1.22474 -0.1 -0.9 -0.1
H 4.45799 -5.96982 -0.75962 -0.8 0.5 0.2
H 4.84771 -3.80372 0.31360 0.5 0.1 0.1
H 3.09409 -2.26781 0.90409 -0.2 0.1 -0.2
H 3.63819 0.00968 -2.69692 0.6 0.8 0.9
H 5.41808 -1.63548 -3.65596 0.4 0.4 0.3
H 4.80385 -3.41885 -4.97623 -1.0 0.2 0.4
H 2.29310 -3.87789 -5.34427 -0.3 -0.8 -0.8
H 0.63129 -2.65348 -4.09238 0.5 0.4 0.2
H 1.09151 0.38018 -4.89082 -1.0 0.7 0.0
H -0.59338 1.79232 -6.27330 -0.7 -0.9 0.7
H -3.06858 1.38357 -5.86776 0.8 -0.5 0.9
H -3.78629 -0.03855 -4.00262 0.3 -0.2 0.2
H -1.96675 -1.05228 -2.42456 -0.4 0.1 0.5
C 0.17021 6.13696 -0.78433 0.7 1.8 0.3
C -0.37635 5.28858 -1.70936 0.1 0.0 -1.1
C -0.71778 4.01988 -1.30441 -0.2 -0.5 -1.6
N -0.63991 3.64622 -0.04869 -0.2 -1.0 1.3
C -0.28321 4.51645 0.89453 1.3 1.7 -0.2
C 0.25401 5.79937 0.56101 -1.3 -1.5 0.3
H 0.53208 7.11826 -1.15485 -0.2 -0.7 0.5
H -0.42493 5.59946 -2.76540 -0.1 -0.4 0.7
H -0.99453 3.24634 -2.04705 0.1 0.5 0.6
H -0.33470 4.17136 1.92396 0.1 0.0 -0.2
H 0.59513 6.47435 1.34938 0.0 -0.3 -0.4
```
Positions in Å, forces in eV/Å.

As for the orbital gap: 6.09 eV. As for the highest occupied orbital energy: -6.38 eV. For the total energy, the calculation gives -3587.8744 hartree. Its total charge is 0. The lowest unoccupied orbital energy is -0.30 eV. Its spin multiplicity is 1. As for the relative energy (zero: lowest compared OMol25 entry of this formula, charge and spin): 24.09 kcal per mole.